{"formula": "C31H45CeClF5P", "method": "ωB97M-V/def2-TZVPD", "species": ["Ce", "Cl", "P", "C", "H", "H", "C", "C", "C", "H", "C", "H", "H", "C", "H", "H", "C", "H", "H", "C", "H", "H", "H", "H", "C", "C", "H", "C", "H", "H", "C", "H", "H", "C", "H", "H", "C", "H", "H", "H", "H", "C", "H", "C", "H", "H", "C", "H", "H", "C", "H", "H", "C", "H", "H", "H", "H", "C", "C", "H", "C", "H", "C", "H", "H", "C", "H", "H", "C", "H", "H", "H", "H", "F", "C", "C", "C", "F", "C", "F", "C", "F", "C", "F"], "xyz": [[-0.065832, -0.493960, 1.784762], [0.946868, -0.937960, 3.843462], [0.030168, 0.109040, -0.490838], [-1.763732, 0.164840, 1.922762], [-2.693632, -0.412260, 1.889462], [-1.886932, 1.232540, 2.141762], [1.854268, 0.356040, -0.746538], [-0.805132, 1.756340, -0.731138], [2.397168, 0.465540, -2.180038], [2.008568, 1.313140, -0.227238], [3.893468, 0.815640, -2.153738], [2.267468, -0.493060, -2.698538], [1.846268, 1.217740, -2.750938], [4.693868, -0.222160, -1.357138], [4.273568, 0.887240, -3.179938], [4.020468, 1.805540, -1.694438], [4.139868, -0.371860, 0.065062], [4.638468, -1.191960, -1.872738], [5.752868, 0.059140, -1.323338], [2.643268, -0.706160, 0.046662], [4.685668, -1.149060, 0.612062], [4.278868, 0.566940, 0.616962], [2.487068, -1.697960, -0.398238], [2.285568, -0.753260, 1.088262], [-0.656232, -0.986460, -1.842838], [-2.325032, 1.613940, -0.923538], [-0.639732, 2.195940, 0.260862], [-3.001832, 2.985640, -0.794738], [-2.557932, 1.192940, -1.909338], [-2.732932, 0.921540, -0.175938], [-2.404832, 3.986540, -1.792438], [-4.082232, 2.884540, -0.952738], [-2.857932, 3.360340, 0.227562], [-0.886732, 4.106440, -1.611038], [-2.623232, 3.649840, -2.816538], [-2.878632, 4.968040, -1.673538], [-0.190832, 2.741540, -1.740438], [-0.467732, 4.805140, -2.345038], [-0.671632, 4.517540, -0.615538], [-0.293432, 2.377440, -2.769538], [0.878868, 2.859840, -1.540838], [0.032668, -2.360260, -1.942338], [-1.693132, -1.154360, -1.509638], [-0.718232, -3.286360, -2.909938], [1.061368, -2.220660, -2.297838], [0.093668, -2.836660, -0.964038], [-0.849632, -2.659760, -4.301838], [-0.201932, -4.251660, -2.969838], [-1.719832, -3.486160, -2.503138], [-1.496732, -1.273660, -4.213338], [0.149568, -2.562460, -4.750038], [-1.432032, -3.313160, -4.961838], [-0.726932, -0.356560, -3.250838], [-1.542332, -0.807660, -5.204938], [-2.533132, -1.375360, -3.860638], [0.287068, -0.203660, -3.633738], [-1.206732, 0.622540, -3.218538], [0.028168, -2.926760, 1.533762], [-1.283832, -2.555060, 1.319062], [0.745168, -2.833160, 0.721862], [-2.370232, -2.947560, 2.287162], [-1.602632, -2.259760, 0.323962], [-1.811632, -3.323360, 3.661962], [-3.119832, -2.151660, 2.376262], [-2.907632, -3.806360, 1.852962], [-0.704432, -4.369960, 3.500862], [-1.401032, -2.428760, 4.143562], [-2.616832, -3.708960, 4.297262], [0.466168, -3.824760, 2.664462], [-0.334032, -4.693160, 4.479362], [-1.127432, -5.257060, 3.009062], [1.173368, -3.290860, 3.305662], [1.020568, -4.656660, 2.207262], [-1.113232, 0.991640, 4.596262], [-0.350532, 2.005440, 4.113862], [0.331168, 1.859640, 2.882762], [1.110368, 2.941240, 2.429262], [1.795668, 2.883440, 1.276462], [1.192068, 4.121840, 3.182662], [1.944268, 5.157340, 2.734862], [0.506968, 4.241740, 4.392262], [0.589168, 5.385440, 5.116862], [-0.265632, 3.181440, 4.858062], [-0.934332, 3.289640, 6.033962]], "forces_ev_per_a": [[4.1, -1.7, 4.0], [2.9, -1.1, 5.0], [-0.7, 1.3, -7.4], [-7.4, 2.6, -0.5], [0.0, 0.3, 0.1], [-0.1, -0.2, 0.1], [-0.1, 0.1, -0.3], [0.4, 0.1, -0.3], [0.3, 0.1, 0.2], [0.1, -0.1, -0.2], [0.0, -0.1, 0.0], [0.0, 0.1, 0.1], [0.0, -0.1, 0.1], [-0.1, 0.1, 0.1], [0.0, 0.0, 0.1], [0.0, -0.1, 0.0], [-0.1, -0.1, -0.1], [0.0, 0.1, 0.1], [-0.1, 0.0, 0.0], [0.2, 0.2, 0.1], [-0.1, 0.1, -0.1], [0.0, -0.1, -0.1], [0.0, 0.1, 0.1], [0.5, -0.1, -0.4], [0.2, 0.3, -0.7], [-0.1, 0.1, 0.1], [-0.1, 0.1, 0.1], [0.2, 0.0, -0.1], [0.1, 0.1, 0.0], [0.2, 0.2, -0.1], [0.0, 0.0, 0.1], [0.1, 0.0, 0.0], [0.0, -0.1, -0.1], [0.0, -0.1, -0.1], [0.0, 0.0, 0.1], [0.1, -0.1, 0.0], [-0.2, 0.2, 0.2], [-0.1, 0.0, 0.1], [0.0, 0.0, -0.1], [0.0, 0.0, 0.1], [-0.1, 0.0, 0.0], [-0.2, 0.1, 0.0], [0.2, 0.1, 0.0], [0.1, 0.1, 0.0], [-0.1, 0.0, 0.0], [0.0, 0.0, -0.1], [-0.1, 0.0, 0.1], [-0.1, 0.1, 0.0], [0.1, 0.0, 0.0], [0.1, 0.0, 0.0], [-0.1, 0.0, 0.0], [0.1, 0.1, 0.1], [-0.1, -0.3, 0.0], [0.0, -0.1, 0.1], [0.1, 0.0, 0.0], [-0.1, 0.0, 0.0], [0.1, -0.1, 0.0], [0.5, -1.5, 0.1], [-1.0, -1.0, -0.1], [0.1, -0.1, 0.0], [-0.2, -0.2, -0.3], [-0.1, 0.1, -0.1], [0.0, -0.1, -0.2], [0.1, -0.1, 0.1], [-0.1, -0.1, 0.2], [0.1, 0.1, -0.1], [-0.1, -0.1, 0.0], [0.1, 0.0, 0.0], [0.2, -0.3, -0.1], [0.0, 0.0, -0.1], [0.0, 0.1, 0.0], [-0.1, -0.2, 0.0], [0.0, -0.1, 0.2], [0.2, 0.8, 0.2], [1.1, 0.7, -1.3], [0.6, 1.4, 0.2], [-2.0, -0.4, 3.0], [0.4, 0.0, -0.7], [0.1, -0.3, -0.3], [-0.1, 0.1, 0.2], [0.1, -0.1, -0.3], [0.0, -0.3, -0.2], [-0.3, -0.7, 0.0], [0.3, 0.2, -0.2]], "e_lumo_ha": [0.088, 0.088], "total_charge": -1, "spin_multiplicity": 2, "orbital_gap_ha": [0.172, 0.234], "homo_ev": [-2.27, -3.96]}